145
Properties=species:S:1:pos:R:3 method="wB97M-V/def2-TZVPD" smiles="CCOCCCCC[C@@H]1[C@H](P(CC)CC)[C@H](COO)[C@](CCc2ccccc2)(CC(N)(N)N)OS1(=O)=O.O=C1CCCO1.O=C1CCCO1.O=C1CCCO1.O=C1CCCO1.O=C1CCCO1" multiplicity=1 lumo_ev=0.31 orbital_gap_ev=8.2
S 0.303 -2.567 3.471
P 0.565 -0.323 -0.638
O -7.014 1.596 1.856
O -6.143 0.097 3.346
O 7.175 -3.280 2.003
O 0.740 1.991 3.964
O -1.623 7.659 -3.793
O 0.009 -4.115 3.363
O -1.078 -1.744 4.025
O 0.969 3.686 -3.754
O 6.905 0.919 -6.445
O 0.396 0.845 3.446
O 2.904 2.879 -2.839
O 4.926 1.851 -7.114
O 0.039 7.138 -2.310
O -3.329 -0.534 -5.739
O -2.492 1.457 -4.988
O 1.367 -2.458 4.632
N -4.410 0.866 5.349
N -3.422 -1.276 5.954
N -1.981 0.785 5.511
C -2.527 0.381 -5.828
C -8.989 2.124 2.977
C 1.870 4.681 -1.740
C -3.193 -0.040 5.068
C 3.651 3.146 -1.654
C 0.423 6.928 -4.690
C 9.066 -4.702 2.886
C 1.837 3.729 -2.898
C -1.505 2.379 -5.449
C -1.781 7.572 -5.208
C -6.975 0.938 3.051
C 7.430 0.437 -5.209
C 5.318 1.380 -4.774
C 0.949 -1.432 -2.145
C -1.958 -1.301 2.936
C -3.155 -7.888 2.550
C -0.823 0.883 -1.284
C 2.371 -1.152 1.878
C -8.046 2.581 1.896
C -2.035 -0.079 -1.897
C -3.236 -0.360 3.461
C -0.382 7.610 -5.767
C 4.734 -3.349 2.591
C 6.146 -2.478 2.683
C 4.049 -3.214 1.107
C 6.671 1.178 -4.139
C -8.067 1.433 3.950
C -3.526 -3.528 3.431
C -1.210 -0.395 1.773
C 0.637 -3.027 -1.932
C -3.873 -5.079 2.992
C 0.952 -2.027 1.801
C -0.565 1.563 -6.298
C 3.297 4.559 -1.270
C 3.488 -1.698 0.758
C -1.476 0.517 -6.888
C -5.852 -7.048 2.186
C 8.496 -3.153 2.638
C -0.185 -1.308 0.828
C -0.539 0.996 2.322
C -4.713 -8.248 2.182
C -5.447 -5.477 2.591
C -0.364 7.253 -3.456
C -2.689 -2.671 2.313
C 5.660 1.438 -6.232
C -2.799 -6.326 2.945
H 9.005 -5.361 1.917
H 1.161 4.343 -0.980
H -2.003 3.168 -6.022
H -1.432 0.180 6.185
H 0.060 1.585 1.473
H -0.037 2.157 -7.048
H -3.038 -3.544 4.494
H -0.052 8.651 -5.869
H 4.895 -3.453 0.302
H 3.360 2.421 -0.886
H -2.385 8.411 -5.564
H 3.983 -3.116 3.461
H 8.457 -5.225 3.743
H -0.034 2.290 4.527
H -6.328 -4.683 2.589
H 1.638 5.699 -2.061
H 3.425 4.760 -0.203
H -3.041 0.530 -2.047
H -0.952 -0.429 -7.046
H 5.057 -4.486 2.718
H -2.275 -8.670 2.576
H 6.632 0.640 -3.188
H -8.567 0.604 4.457
H 4.365 -0.922 0.756
H 8.504 0.639 -5.161
H 7.141 2.152 -3.958
H 2.181 0.017 1.730
H 2.914 -1.250 2.917
H 0.445 5.843 -4.824
H 3.188 -4.006 0.913
H -1.274 1.444 -0.358
H 10.169 -4.581 3.269
H 4.720 3.034 -1.859
H 3.060 -1.746 -0.329
H -3.942 -0.964 6.808
H -0.494 -3.216 -1.641
H -4.378 1.159 6.367
H 1.256 -3.027 1.224
H 6.351 -2.266 3.817
H 8.502 -2.595 3.667
H 5.976 -1.428 2.170
H -4.949 -9.390 1.934
H 3.928 5.263 -1.826
H 2.106 -1.329 -2.393
H -2.270 1.640 6.039
H 4.854 2.311 -4.440
H -4.583 -2.984 3.543
H -2.083 -0.065 1.027
H 1.314 -3.512 -1.103
H -6.970 -7.341 1.930
H -2.225 -0.968 -1.135
H -0.395 1.630 -2.099
H -7.644 2.132 4.676
H -0.297 7.132 -6.746
H -9.562 2.941 3.423
H 0.810 -3.662 -2.928
H 9.295 -2.608 1.948
H 1.436 7.332 -4.629
H -1.370 1.772 2.686
H -0.994 2.830 -4.594
H -1.934 -3.390 1.780
H -5.291 0.317 5.235
H -1.772 -0.561 -2.931
H -9.701 1.397 2.566
H -8.539 2.639 0.922
H -2.517 -1.724 6.218
H -3.409 -2.258 1.456
H -3.254 0.697 2.906
H 0.185 1.079 -5.660
H -1.945 0.861 -7.814
H 0.346 -1.060 -3.078
H -0.780 -2.216 0.331
H -7.593 3.552 2.123
H -2.298 6.636 -5.445
H 7.269 -0.645 -5.159
H -1.690 -6.093 3.236
H -4.283 -0.849 3.221
H 4.654 0.530 -4.595



37
Properties=species:S:1:pos:R:3 method="wB97M-V/def2-TZVPD" multiplicity=1 charge=+4 lumo_ev=-15.82 orbital_gap_ev=7.0
W -0.305 -0.833 1.709
Se 0.874 0.505 0.112
Ge 2.524 1.846 -2.306
O -0.440 -2.484 0.988
O -1.205 0.645 2.286
O -2.938 1.709 3.349
O -1.289 -4.617 0.985
N -2.226 -1.508 2.230
C -4.371 -1.060 3.139
C -3.806 -3.277 2.292
C 1.828 0.014 -1.586
C 1.764 2.321 -4.666
C 1.000 -1.168 3.338
C 3.082 1.538 -4.776
C -2.494 0.735 2.898
C -1.419 -3.499 1.266
C 3.045 3.671 -1.690
C -4.716 -2.393 2.887
C -2.557 -2.789 1.971
C -3.100 -0.651 2.796
H 2.719 -0.596 -1.423
H 3.165 4.337 -2.548
H 1.900 3.391 -4.498
H 3.998 3.532 -1.164
H 3.632 1.888 -5.660
H 2.245 4.006 -1.022
H 1.717 -1.989 3.181
H 1.176 -0.406 -2.353
H 1.600 -0.302 3.656
H 0.427 -1.464 4.236
H 2.912 0.469 -4.897
H 3.866 1.725 -3.968
H -5.073 -0.364 3.584
H -4.069 -4.307 2.080
H 1.226 2.233 -5.618
H -5.713 -2.741 3.132
H 1.019 1.881 -3.941



5
Properties=species:S:1:pos:R:3 method="wB97M-V/def2-TZVPD" smiles=OP multiplicity=1 lumo_ev=0.63 relative_energy_kcal_mol=3.11 orbital_gap_ev=10.4
P -0.600 0.440 0.023
O 1.169 0.204 -0.007
H -1.202 -0.200 -1.109
H -0.690 -0.732 0.799
H 1.651 1.027 0.154



69
Properties=species:S:1:pos:R:3 method="wB97M-V/def2-TZVPD" multiplicity=1 lumo_ev=-1.39 orbital_gap_ev=6.8
Pd -0.086 -0.055 0.036
S -3.044 1.441 -2.234
S -2.744 4.520 -0.905
S -3.531 3.667 2.564
O -0.464 -0.984 1.757
O -2.099 -2.318 3.307
O -1.621 -1.646 -3.284
O -1.420 1.170 0.826
O 1.499 -1.136 -0.536
O -1.213 -1.212 -1.126
N 0.728 0.770 2.630
N 1.197 0.751 1.341
N 0.166 0.920 -1.706
C -3.604 1.121 2.620
C 0.655 1.805 -4.242
C -4.188 1.559 3.837
C 3.310 -0.862 -1.990
C -0.845 -0.363 4.033
C -1.099 -1.006 -2.406
C -0.158 -0.172 2.751
C -1.913 3.377 0.071
C 2.384 1.125 1.045
C -0.019 0.612 -4.041
C 0.790 2.084 -1.877
C -0.730 3.889 0.519
C -1.765 -1.404 4.239
C -2.486 2.021 0.482
C -2.148 -0.607 6.479
C -5.364 0.638 -1.596
C -3.206 2.153 1.823
C -1.504 5.680 -0.722
C -0.265 0.207 -2.748
C -0.488 5.212 0.057
C 4.898 0.937 -1.701
C -4.221 2.918 3.936
C 4.192 1.369 -0.603
C -4.736 1.050 -0.387
C 1.045 2.563 -3.146
C -2.402 -1.517 5.476
C 4.445 -0.190 -2.391
C 3.019 0.721 -0.190
C -3.457 1.492 -0.563
C -0.612 0.554 5.065
C -1.253 0.444 6.278
C 2.561 -0.428 -0.883
C -4.558 0.791 -2.678
H -5.217 1.021 0.578
H 2.960 -1.742 -2.513
H 0.390 5.793 0.304
H -3.455 0.085 2.349
H 4.993 -0.547 -3.254
H 5.798 1.448 -2.014
H -1.585 6.644 -1.199
H 1.064 2.630 -0.988
H 2.946 1.652 1.811
H -4.549 0.894 4.608
H -1.631 -2.107 2.479
H -2.656 -0.709 7.430
H -0.391 -0.007 -4.846
H 4.539 2.224 -0.033
H -4.602 3.515 4.748
H -3.099 -2.332 5.614
H 0.082 1.362 4.878
H 1.547 3.512 -3.261
H -6.369 0.248 -1.651
H 0.859 2.155 -5.245
H -1.067 1.166 7.061
H -4.764 0.548 -3.708
H -0.090 3.335 1.193



7
Properties=species:S:1:pos:R:3 method="wB97M-V/def2-TZVPD" multiplicity=1 lumo_ev=-1.15 relative_energy_kcal_mol=74.85 orbital_gap_ev=7.8
S -2.217 0.498 0.113
S -0.106 -0.570 -0.645
N 1.061 -1.202 0.275
C 1.160 0.233 0.273
H 2.053 0.557 -0.349
H -2.868 -0.223 -0.897
H 0.918 0.707 1.230



46
Properties=species:S:1:pos:R:3 method="wB97M-V/def2-TZVPD" s_squared=3.779 multiplicity=4 charge=-1 lumo_ev="1.84 / 1.61" relative_energy_kcal_mol=7.10 orbital_gap_ev="5.9 / 6.7"
I -0.776 0.009 6.550
Sb -1.328 -3.979 -1.041
Ge -1.353 -0.304 -1.434
Ni 0.166 -1.507 0.507
S 0.090 -1.986 -1.781
S -1.804 -2.705 0.934
S 2.304 -0.295 -0.050
S 1.532 -3.353 1.071
S 0.493 -5.259 -0.375
N 4.625 -4.899 -0.218
N 1.331 -0.184 2.924
N 0.203 -0.744 2.488
N 5.609 -1.171 -1.233
C -1.672 0.724 0.229
C -0.804 0.941 -2.850
C 1.262 0.149 4.220
C 0.549 2.755 -3.689
C 0.011 -0.240 4.645
C -0.907 1.562 -5.181
C 4.580 -1.442 -0.793
C -1.321 0.758 -4.130
C 0.027 2.564 -4.960
C 3.887 -4.034 -0.032
C -0.770 1.655 0.740
C 2.972 -2.966 0.200
C 0.141 1.941 -2.642
C 3.305 -1.700 -0.214
C -3.281 1.412 1.889
C -0.614 -0.804 3.528
C -1.122 2.460 1.814
C -2.377 2.342 2.389
C -2.931 0.611 0.814
H 0.217 1.756 0.307
H -2.651 2.970 3.227
H -4.258 1.310 2.345
H 1.284 3.531 -3.516
H 0.578 2.081 -1.662
H 2.084 0.602 4.748
H -0.410 3.174 2.212
H -3.629 -0.121 0.426
H -1.302 1.400 -6.177
H -2.722 -0.896 -1.821
H -2.055 -0.024 -4.295
H 2.080 -0.054 2.233
H -1.601 -1.226 3.436
H 0.361 3.186 -5.781



20
Properties=species:S:1:pos:R:3 method="wB97M-V/def2-TZVPD" smiles="C[NH2+]C[O-].C=CN=C" multiplicity=1 lumo_ev=-0.10 relative_energy_kcal_mol=103.05 orbital_gap_ev=7.8
O 0.195 -3.129 -1.027
N 1.255 1.343 0.581
N -0.148 -0.694 -1.166
C -1.352 -0.175 -1.833
C 0.393 1.535 1.662
C 2.511 1.370 0.785
C -0.424 -2.270 -0.344
C -0.862 1.083 1.703
H -1.536 -2.239 -0.384
H -1.187 0.192 1.180
H -1.676 -0.973 -2.509
H -1.133 0.718 -2.414
H -1.485 1.369 2.541
H 0.855 2.073 2.501
H 0.305 0.042 -0.603
H 3.155 1.072 -0.033
H -0.019 -2.027 0.663
H 2.868 1.797 1.725
H 0.478 -1.077 -1.867
H -2.193 -0.011 -1.161



116
Properties=species:S:1:pos:R:3 method="wB97M-V/def2-TZVPD" multiplicity=1 charge=+2 lumo_ev=-3.37 orbital_gap_ev=9.7
O -16.406 -13.076 5.806
O -14.212 -10.613 12.640
O -14.575 -17.689 13.432
O -9.716 -12.915 11.789
O -15.880 -13.567 15.292
O -15.553 -15.806 7.775
O -19.734 -16.518 9.446
O -20.379 -17.707 12.244
O -15.890 -11.827 11.726
O -18.012 -17.848 8.799
O -18.437 -22.405 8.196
O -17.685 -15.623 9.155
O -21.266 -14.405 12.405
O -12.385 -12.360 10.863
O -15.840 -17.630 6.594
O -13.814 -13.196 14.281
O -16.220 -15.792 5.578
O -16.076 -10.858 13.698
N -13.926 -13.376 9.467
N -20.277 -13.276 10.693
N -16.483 -10.855 5.497
N -18.390 -20.358 10.057
N -17.247 -17.317 11.854
N -8.589 -10.063 12.144
C -18.440 -16.758 9.137
C -16.981 -17.536 13.281
C -18.544 -11.955 6.188
C -17.163 -20.957 9.476
C -20.255 -13.953 11.838
C -18.475 -23.659 7.465
C -13.049 -13.370 10.517
C -17.358 -22.404 9.061
C -9.111 -12.244 10.737
C -17.262 -19.031 13.601
C -14.873 -13.333 14.770
C -21.490 -12.887 9.938
C -8.650 -10.456 13.556
C -15.424 -11.193 12.602
C -9.976 -9.686 11.670
C -12.912 -14.623 11.362
C -15.896 -20.864 10.394
C -7.626 -8.985 11.981
C -15.667 -16.977 13.794
C -17.084 -12.038 5.824
C -14.209 -12.156 8.771
C -8.064 -11.235 11.305
C -17.113 -9.559 5.405
C -15.879 -16.325 6.687
C -13.499 -17.435 14.345
C -18.881 -13.903 12.527
H -18.115 -17.684 11.565
H -13.666 -10.976 11.919
H -7.406 -11.756 12.033
H -18.211 -19.297 13.235
H -7.609 -10.688 13.768
H -19.117 -14.032 13.575
H -16.844 -11.425 13.815
H -13.267 -11.635 8.473
H -19.126 -11.807 5.285
H -13.673 -16.477 14.902
H -11.971 -15.110 11.055
H -12.621 -17.291 13.691
H -19.223 -20.800 9.769
H -7.979 -8.041 12.482
H -15.113 -21.509 10.053
H -8.480 -12.956 10.153
H -19.442 -12.861 10.355
H -16.512 -19.727 13.208
H -15.524 -10.956 5.143
H -9.918 -11.841 10.117
H -21.461 -13.460 9.061
H -13.615 -15.305 10.971
H -17.264 -19.128 14.681
H -9.378 -11.296 13.670
H -15.683 -15.994 13.430
H -6.767 -9.387 12.398
H -13.448 -18.246 15.070
H -14.306 -14.210 9.040
H -17.676 -16.924 13.870
H -18.287 -24.527 8.174
H -7.574 -8.795 10.946
H -10.370 -8.926 12.339
H -16.335 -21.247 11.342
H -20.111 -17.114 12.949
H -16.181 -17.902 5.736
H -18.496 -19.356 9.767
H -18.734 -11.110 6.883
H -9.932 -9.305 10.608
H -8.925 -9.596 14.246
H -18.245 -14.700 12.176
H -19.819 -15.575 9.740
H -16.734 -15.793 8.853
H -19.563 -23.786 7.110
H -14.804 -11.494 9.365
H -16.563 -17.760 11.228
H -10.675 -12.846 11.720
H -15.786 -17.002 14.919
H -16.406 -22.709 8.526
H -17.610 -23.129 9.873
H -17.623 -9.421 6.356
H -14.697 -12.459 7.880
H -17.718 -9.385 4.526
H -18.799 -12.921 6.658
H -22.387 -13.214 10.483
H -16.237 -14.791 5.696
H -15.422 -19.902 10.500
H -18.358 -12.991 12.226
H -16.292 -8.848 5.448
H -16.987 -20.469 8.533
H -10.628 -10.546 11.717
H -17.703 -23.675 6.640
H -7.588 -10.762 10.432
H -21.241 -17.321 12.073
H -13.022 -14.385 12.421
H -21.486 -11.805 9.790
H -18.211 -20.258 11.026